No. 1
This record from the OMol25 dataset describes C54H38BrF4OP3PtS as an isolated structure. The level of theory is wB97M-V/def2-TZVPD.

Element x y z (Å)
1 Pt -0.6953 -0.3415 -0.4400
2 O -0.5351 1.5455 -1.9354
3 S 0.1663 2.7362 -1.4008
4 C 1.7688 2.2682 -0.6724
5 C 2.7105 3.1513 -1.1992
6 C 4.0604 3.0503 -0.9028
7 C 4.4828 2.0311 -0.0762
8 C 3.5546 1.1445 0.4494
9 C 2.1905 1.2186 0.1729
10 P 1.0601 0.0474 1.0475
11 C 1.0783 0.7239 2.7368
12 C 1.6769 1.9471 3.0262
13 C 1.8441 2.3371 4.3472
14 C 1.3934 1.5248 5.3754
15 C 0.7585 0.3221 5.0868
16 C 0.5986 -0.0791 3.7742
17 C 1.7394 -1.6142 1.4862
18 C 0.9039 -2.7238 1.3596
19 C 1.2301 -3.9341 1.9504
20 C 2.4088 -4.0727 2.6628
21 C 3.2419 -2.9749 2.8130
22 C 2.8967 -1.7537 2.2579
23 C -0.8919 3.4169 -0.1101
24 C -0.7215 4.7904 0.0363
25 C -1.6596 5.5528 0.7089
26 C -2.8145 4.9444 1.1797
27 C -2.9731 3.5764 1.0498
28 C -2.0105 2.7761 0.4253
29 P -2.1954 0.9805 0.7709
30 C -3.8653 0.5617 0.1844
31 C -4.5380 1.3904 -0.7134
32 C -5.7961 1.0384 -1.1786
33 C -6.3952 -0.1383 -0.7548
34 C -5.7223 -0.9819 0.1172
35 C -4.4600 -0.6426 0.5751
36 C -2.3135 1.1004 2.6016
37 C -1.6635 2.1641 3.2368
38 C -1.8661 2.4171 4.5805
39 C -2.6992 1.5965 5.3274
40 C -3.3319 0.5285 4.7162
41 C -3.1535 0.2890 3.3608
42 H 2.3748 3.9311 -1.8717
43 H 4.7625 3.7552 -1.3262
44 H 5.5303 1.9158 0.1683
45 H 3.9234 0.3647 1.0889
46 H 2.0457 2.5857 2.2347
47 H 2.3376 3.2741 4.5699
48 H 1.5343 1.8277 6.4046
49 H 0.4013 -0.3106 5.8883
50 H 0.1363 -1.0350 3.5596
51 H -0.0322 -2.6509 0.8162
52 H 0.5556 -4.7744 1.8452
53 H 2.6667 -5.0194 3.1185
54 H 4.1449 -3.0543 3.4039
55 H 3.5101 -0.9063 2.5167
56 H 0.1307 5.2714 -0.4305
57 H -1.5141 6.6187 0.8179
58 H -3.5836 5.5294 1.6651
59 H -3.8457 3.1100 1.4905
60 H -4.0833 2.3092 -1.0579
61 H -6.3096 1.6896 -1.8729
62 H -7.3804 -0.4050 -1.1127
63 H -6.1757 -1.9120 0.4328
64 H -3.9294 -1.3351 1.2166
65 H -1.0391 2.8430 2.6750
66 H -1.3804 3.2656 5.0416
67 H -2.8648 1.7984 6.3774
68 H -3.9973 -0.1084 5.2835
69 H -3.7078 -0.5201 2.9145
70 F -2.3528 -6.1099 -4.2560
71 C -1.6749 -5.0939 -3.7661
72 C -0.3447 -4.9078 -4.1083
73 F 0.2480 -5.7456 -4.9367
74 C 0.3536 -3.8265 -3.5919
75 F 1.6056 -3.6518 -4.0023
76 C -0.2249 -2.9315 -2.6971
77 P 0.6463 -1.4107 -2.1561
78 C 2.3719 -1.8592 -1.8687
79 C 3.3381 -0.8607 -1.9664
80 C 4.6733 -1.1583 -1.7429
81 C 5.0504 -2.4524 -1.4228
82 C 4.0895 -3.4502 -1.3198
83 C 2.7560 -3.1571 -1.5405
84 C 0.6058 -0.5106 -3.7357
85 C 1.6880 -0.4818 -4.6133
86 C 1.5455 0.0947 -5.8669
87 C 0.3256 0.6232 -6.2590
88 C -0.7631 0.5697 -5.3986
89 C -0.6253 0.0072 -4.1427
90 C -1.5701 -3.1258 -2.4050
91 Br -2.5562 -1.8861 -1.3604
92 C -2.2932 -4.1838 -2.9203
93 F -3.5779 -4.3345 -2.6225
94 H 3.0549 0.1501 -2.2348
95 H 5.4199 -0.3804 -1.8379
96 H 6.0944 -2.6890 -1.2648
97 H 4.3817 -4.4626 -1.0751
98 H 2.0196 -3.9463 -1.4672
99 H 2.6334 -0.9291 -4.3440
100 H 2.3891 0.1130 -6.5436
101 H 0.2182 1.0670 -7.2397
102 H -1.7197 0.9697 -5.7065
103 H -1.4797 -0.0215 -3.4775

Atoms 1-3, force components in eV/Å:
Pt 0.422 0.047 0.673
O -0.452 -0.282 -0.260
S 0.252 0.332 0.282

Net charge = +2
E_tot = -181510.4037 eV
Gap between HOMO and LUMO = 7.5 eV

=====

No. 2
This record from the OMol25 dataset describes C54H39F7O16V4 as an isolated structure at a distorted geometry. The level of theory is wB97M-V/def2-TZVPD.

Element x y z (Å)
1 O 7.2602 -1.2427 0.6277
2 V 5.9958 -0.9306 -0.3452
3 O 5.9800 -1.9480 -1.5450
4 O 5.2530 0.3866 -4.5122
5 V 4.2674 1.3486 -3.7070
6 O 2.8838 1.4558 -4.4692
7 O -2.3645 -1.8230 -0.8432
8 V -2.4353 -0.4935 0.0099
9 O -3.4575 0.4054 -0.7613
10 O 0.0543 -3.3587 3.4515
11 V -0.9884 -2.2422 3.0718
12 O -0.6031 -0.9750 3.9290
13 C 1.6617 0.3169 -1.3194
14 C 0.4033 0.0697 -0.6154
15 C 0.5271 -1.0472 0.5520
16 O -0.5654 -1.3226 1.1694
17 C 1.7770 -1.5155 0.9833
18 C 2.8872 -1.0505 0.3951
19 C 2.8427 -0.1024 -0.8157
20 O 3.8742 0.2465 -1.5362
21 O 4.0167 -1.5261 0.8231
22 O -0.7296 0.4193 -0.9389
23 H 1.7534 0.9224 -2.2091
24 H 1.7363 -2.1372 1.8654
25 C -5.0762 -2.9864 4.7905
26 C -4.0578 -2.5598 4.0365
27 C -4.2171 -1.5413 2.8946
28 O -3.2062 -1.0328 2.2354
29 C -5.4437 -1.0034 2.6549
30 C -6.6410 -1.3814 3.4426
31 C -6.4240 -2.4993 4.5529
32 O -7.3854 -2.7079 5.2850
33 O -7.7513 -0.8378 3.3104
34 O -2.8879 -3.1085 4.3003
35 H -4.8289 -3.6906 5.5711
36 H -5.5221 -0.1734 1.9684
37 F 0.8309 -7.8240 1.7353
38 C 1.6880 -6.9115 2.1899
39 C 2.1468 -6.9652 3.4796
40 C 2.8247 -5.8968 4.0041
41 C 3.2169 -4.8281 3.2563
42 C 2.8247 -4.7294 1.8827
43 C 2.0909 -5.8477 1.3477
44 H 1.8106 -7.8060 4.0682
45 H 3.1016 -5.7857 5.0421
46 H 3.8478 -4.0815 3.7156
47 H 3.2035 -3.9008 1.3028
48 H 1.7639 -5.7881 0.3201
49 F -4.7118 6.0727 -3.5146
50 C -3.8994 4.9581 -3.5278
51 C -3.2044 4.6605 -4.6834
52 C -2.2923 3.6079 -4.6534
53 C -2.0020 2.9200 -3.4494
54 C -2.7244 3.2180 -2.2914
55 C -3.6277 4.2781 -2.3392
56 H -3.3814 5.2654 -5.5604
57 H -1.7802 3.2987 -5.5527
58 H -1.2144 2.1811 -3.4513
59 H -2.4295 2.7197 -1.3797
60 H -4.0316 4.5663 -1.3800
61 F 5.5860 0.9898 0.9499
62 C 5.5824 2.1732 1.5966
63 C 6.5462 2.4632 2.4889
64 C 6.5559 3.7081 3.1295
65 C 5.4437 4.5844 2.9481
66 C 4.4557 4.2509 2.0144
67 C 4.5159 3.0192 1.3851
68 H 7.3727 1.7967 2.6864
69 H 7.3843 4.0136 3.7514
70 H 5.5191 5.5448 3.4363
71 H 3.6320 4.9124 1.7902
72 H 3.7168 2.6472 0.7610
73 F 0.7275 -2.7887 -4.0295
74 C 0.0554 -2.1784 -4.9624
75 C -0.5315 -0.9004 -4.7566
76 C -1.3451 -0.2706 -5.7362
77 C -1.5570 -1.0306 -6.9030
78 C -1.0860 -2.3321 -7.0598
79 C -0.2073 -2.8863 -6.0839
80 H -0.3789 -0.2861 -3.8815
81 H -1.7032 0.7448 -5.6515
82 H -2.1997 -0.5454 -7.6227
83 H -1.3127 -2.9516 -7.9150
84 H 0.0991 -3.9211 -6.0419
85 F 2.7622 3.2909 -2.4290
86 C 2.3284 4.5337 -2.1620
87 C 3.2249 5.5612 -1.9302
88 C 2.6859 6.8281 -1.7399
89 C 1.3167 7.0248 -1.7654
90 C 0.4308 5.9638 -2.0865
91 C 0.9882 4.7394 -2.2809
92 H 4.2927 5.4177 -1.8551
93 H 3.4232 7.6102 -1.6344
94 H 0.8221 7.9639 -1.5657
95 H -0.6172 6.1714 -2.2448
96 H 0.3023 3.9300 -2.4829
97 F -1.9072 -3.9319 1.6987
98 C -2.3755 -5.1823 1.7469
99 C -1.7843 -6.1385 2.5510
100 C -2.3636 -7.3923 2.6794
101 C -3.4920 -7.6603 1.9360
102 C -3.9811 -6.7598 1.0365
103 C -3.4630 -5.5002 0.9281
104 H -0.8531 -5.8166 2.9933
105 H -1.9393 -8.1235 3.3515
106 H -3.9652 -8.6310 1.9530
107 H -4.9014 -7.0312 0.5408
108 H -3.9597 -4.7469 0.3347
109 F -1.7651 1.4131 1.4656
110 C -1.5816 2.7763 1.4897
111 C -2.6230 3.6233 1.8250
112 C -2.3954 5.0222 1.6738
113 C -1.1255 5.5296 1.3858
114 C -0.1227 4.6327 1.0284
115 C -0.3667 3.2774 1.1025
116 H -3.6050 3.2861 2.1221
117 H -3.2003 5.6804 1.9660
118 H -0.9858 6.5977 1.4637
119 H 0.8684 5.0122 0.8278
120 H 0.4165 2.5568 0.9190

Atoms 1-3, force components in eV/Å:
O -2.247 0.523 -2.131
V -1.124 -1.947 1.403
O 0.569 1.060 1.376

2S+1 = 2
Net charge = -1
E_tot = -211162.7290 eV
<S²> = 0.759
Gap between HOMO and LUMO (spin up / spin down) = 3.8 / 3.8 eV

=====

No. 3
This record from the OMol25 dataset describes C54H40AsBrCl4NO2PRu as an isolated structure at a distorted geometry. The level of theory is wB97M-V/def2-TZVPD.

Element x y z (Å)
1 Ru -1.7706 1.5225 0.2014
2 Cl -8.3561 3.1723 -0.3883
3 C -6.6297 3.1815 -0.4013
4 C -5.9441 4.3996 -0.5410
5 Cl -6.8525 5.8275 -0.5920
6 C -4.5716 4.4330 -0.5105
7 Cl -3.7229 5.8444 -1.0734
8 C -3.8683 3.2854 -0.1490
9 O -2.5614 3.3283 -0.1195
10 C -4.5220 2.0771 0.0113
11 O -3.7565 0.9986 0.2533
12 C -5.9306 2.0279 -0.0700
13 Cl -6.6669 0.5286 -0.1984
14 N 0.0192 2.7254 0.1812
15 C 1.0811 2.6751 1.1827
16 C 0.6507 2.9250 2.4969
17 C 1.5885 2.8227 3.5179
18 C 2.9703 2.6747 3.2191
19 C 3.2882 2.2883 1.8770
20 C 2.3047 2.2588 0.8833
21 C 2.7192 1.8204 -0.4249
22 C 3.0440 0.3317 -0.6397
23 C 3.5649 -0.1895 -1.7994
24 C 3.8611 0.6778 -2.8095
25 C 3.6367 1.9918 -2.7082
26 C 3.2535 2.6158 -1.4766
27 H 0.5340 2.7749 -0.7597
28 H -0.5278 3.6278 0.2346
29 H -0.3336 3.2489 2.8726
30 H 1.2563 2.7849 4.6988
31 H 3.7342 2.7454 4.3133
32 H 4.3607 2.1555 1.6845
33 H 3.2088 -0.2507 0.2409
34 H 4.2808 -1.1287 -1.8267
35 H 4.4059 0.3343 -3.5233
36 H 4.1032 2.6179 -3.3523
37 Br 0.5958 3.0176 -3.2130
38 C 0.8055 4.5967 -2.1565
39 C -0.3199 5.3822 -2.1880
40 C -0.3188 6.4912 -1.3532
41 C 0.8500 6.9646 -0.7701
42 C 2.0330 6.3357 -1.0299
43 C 3.2113 6.8959 -0.6220
44 C 4.3484 6.1194 -0.9038
45 C 4.3410 4.7624 -1.2895
46 C 3.1297 4.1735 -1.5277
47 C 1.9884 4.9652 -1.6110
48 H -1.2021 5.1463 -2.7736
49 H -1.1564 7.0850 -0.9912
50 H 0.7480 7.7993 -0.1785
51 H 3.3483 7.9865 -0.3910
52 H 5.3233 6.4879 -0.7048
53 H 5.2026 4.0274 -1.4507
54 C 0.4233 -1.5607 0.2592
55 C 0.6555 -3.0051 0.7882
56 As 2.2279 -3.9245 -0.1766
57 C 1.6253 -4.0175 -2.0647
58 C 0.4920 -3.4000 -2.5177
59 C 0.2545 -3.2623 -3.8982
60 C 1.0049 -4.0095 -4.8360
61 C 2.0262 -4.8459 -4.3075
62 C 2.4101 -4.7890 -2.9606
63 C 1.5496 -5.6867 0.4595
64 C 0.2754 -6.0957 0.2552
65 C -0.1712 -7.2730 0.9054
66 C 0.7544 -7.9828 1.6259
67 C 1.9925 -7.4810 2.0133
68 C 2.3769 -6.2965 1.3448
69 P -1.3338 -0.6420 0.6784
70 C -1.5593 -0.7660 2.4500
71 C -0.5149 -0.9434 3.4357
72 C -0.7427 -0.9362 4.7167
73 C -1.9709 -0.7187 5.2581
74 C -3.0579 -0.5217 4.4305
75 C -2.9432 -0.5802 3.0333
76 C -2.5069 -1.9067 -0.1197
77 C -3.1099 -1.4928 -1.3521
78 C -4.0174 -2.3797 -1.9030
79 C -4.2829 -3.5161 -1.2843
80 C -3.7219 -3.9711 -0.0057
81 C -2.8592 -3.1084 0.5361
82 H -0.3271 -1.7659 -0.6003
83 H 5.1365 -4.5404 5.0309
84 H 0.2070 -4.1111 0.8439
85 H 0.8923 -3.0665 1.8494
86 H -0.0033 -3.1010 -1.6497
87 H -0.5744 -2.5467 -4.2835
88 H 0.6732 -4.2262 -5.8778
89 H 2.4554 -5.5960 -5.0290
90 H 3.2766 -5.2712 -2.5419
91 H -0.5396 -5.4129 -0.1686
92 H -1.2118 -7.4626 0.7325
93 H 0.3914 -9.0578 1.8867
94 H 2.7005 -8.1787 2.5064
95 H 3.4874 -5.9590 1.3733
96 H 0.4878 -0.8467 3.0749
97 H 0.3557 -1.3091 5.2359
98 H -1.9126 -0.7798 6.2422
99 H -4.0481 0.0241 5.0417
100 H -3.5871 0.2201 2.5030
101 H -2.4269 -0.8461 -2.0905
102 H -4.4694 -2.0031 -2.8493
103 H -4.7665 -4.0995 -1.7412
104 H -3.9075 -5.0760 0.8060
105 H -2.3452 -3.2667 1.5902

Atoms 1-3, force components in eV/Å:
Ru -1.239 -0.186 -0.117
Cl -0.158 -0.117 -0.126
C 0.311 0.750 0.781

Energy above the lowest of the compared OMol25 structures with the same formula, charge and spin = 1769.83 kJ/mol
2S+1 = 6
Net charge = -1
E_tot = -255053.7188 eV
<S²> = 8.797
Gap between HOMO and LUMO (spin up / spin down) = 5.8 / 2.7 eV